A 16-piece molecular cluster, C76H110N6O32 overall in a non-equilibrium geometry, computed with ωB97M-V with the def2-TZVPD basis set.

Summary:
LUMO energy in eV: -0.65
Kohn-Sham gap in eV: 8.97
Strongest force on any atom in eV/A: 4.7

The geometry in ORCA input format:
```
! RIJCOSX wB97M-V def2-TZVPD def2/J DEFGRID3
* xyz 0 1
O -0.18 2.17 -6.31
C -0.50 1.01 -6.18
O -1.53 0.46 -6.86
C -2.20 1.46 -7.70
C -2.72 0.78 -8.96
C 0.12 0.00 -5.25
H -1.48 2.17 -8.03
H -3.06 1.85 -7.11
H -3.23 1.52 -9.57
H -3.39 -0.03 -8.63
H -1.98 0.33 -9.64
H -0.28 -0.99 -5.46
H -0.15 0.18 -4.21
H 1.20 -0.06 -5.39
O 1.27 -3.71 0.83
C 1.67 -4.81 1.26
O 2.41 -4.94 2.39
C 2.58 -3.68 3.08
C 3.86 -3.72 3.76
C 1.37 -6.04 0.55
H 1.74 -3.58 3.80
H 2.52 -2.85 2.39
H 4.70 -3.77 3.03
H 3.93 -4.53 4.46
H 3.89 -2.77 4.33
H 2.30 -6.31 0.03
H 0.61 -5.82 -0.24
H 1.07 -6.87 1.21
O 3.54 -0.74 -4.60
C 4.39 0.10 -4.42
O 5.66 -0.24 -4.12
C 5.98 -1.63 -4.18
C 7.46 -1.74 -3.97
C 4.22 1.59 -4.57
H 5.79 -1.84 -5.21
H 5.40 -2.20 -3.47
H 7.68 -2.79 -4.13
H 7.74 -1.43 -2.97
H 8.02 -1.12 -4.64
H 3.18 1.87 -4.48
H 4.70 1.96 -5.52
H 4.80 2.09 -3.87
O -2.77 -0.65 5.67
C -1.78 -0.53 6.31
O -1.72 -0.68 7.65
C -2.93 -0.75 8.46
C -3.51 0.62 8.71
C -0.44 -0.52 5.72
H -2.57 -1.20 9.38
H -3.68 -1.43 8.01
H -4.39 0.44 9.37
H -3.84 1.08 7.80
H -2.82 1.35 9.21
H 0.05 -1.52 5.72
H 0.22 0.11 6.33
H -0.43 -0.16 4.69
O -0.54 -2.27 -3.24
C -1.16 -3.37 -3.17
O -1.86 -3.85 -4.18
C -1.92 -3.20 -5.46
C -0.66 -3.40 -6.30
C -1.13 -4.33 -2.08
H -2.14 -2.12 -5.32
H -2.72 -3.67 -5.99
H -0.85 -2.82 -7.20
H -0.54 -4.47 -6.55
H 0.26 -3.01 -5.83
H -0.72 -5.22 -2.57
H -2.12 -4.57 -1.81
H -0.49 -4.05 -1.28
O 5.79 -2.31 0.95
C 4.96 -1.44 1.04
O 4.79 -0.64 2.12
C 5.79 -0.47 3.14
C 6.85 0.50 2.69
C 3.98 -1.05 0.02
H 6.16 -1.48 3.31
H 5.27 -0.15 4.04
H 7.33 0.16 1.75
H 7.66 0.57 3.41
H 6.43 1.49 2.59
H 3.98 0.07 -0.03
H 3.03 -1.36 0.39
H 4.25 -1.42 -0.95
O -5.99 -2.15 -1.78
C -5.28 -2.31 -0.80
O -5.31 -3.42 -0.02
C -6.55 -4.17 -0.06
C -7.66 -3.46 0.72
C -4.04 -1.62 -0.59
H -6.29 -5.13 0.36
H -6.91 -4.24 -1.09
H -8.66 -3.85 0.46
H -7.64 -2.39 0.49
H -7.59 -3.47 1.81
H -3.82 -1.39 0.49
H -4.01 -0.65 -1.07
H -3.26 -2.25 -1.02
O -2.11 -5.91 0.37
C -1.96 -6.00 1.55
O -1.80 -4.89 2.32
C -1.85 -3.67 1.57
C -1.59 -2.62 2.54
C -2.09 -7.17 2.45
H -2.88 -3.61 1.15
H -1.09 -3.60 0.76
H -0.59 -2.85 2.93
H -2.22 -2.70 3.43
H -1.60 -1.61 2.04
H -3.08 -7.10 2.92
H -1.33 -7.13 3.21
H -2.00 -8.09 1.88
O 5.28 -4.11 -2.48
C 4.72 -4.62 -1.55
O 3.43 -4.57 -1.38
C 2.55 -3.88 -2.28
C 2.09 -4.88 -3.40
C 5.34 -5.52 -0.53
H 3.04 -3.03 -2.80
H 1.68 -3.57 -1.66
H 1.74 -5.82 -3.02
H 2.93 -5.27 -3.96
H 1.36 -4.43 -4.07
H 6.28 -5.96 -0.92
H 4.67 -6.31 -0.21
H 5.54 -4.96 0.35
O -1.89 0.74 -0.43
C -1.02 0.95 0.38
O 0.21 0.40 0.32
C 0.61 -0.47 -0.75
C 1.47 0.32 -1.76
C -1.03 1.91 1.52
H -0.27 -0.84 -1.25
H 1.22 -1.25 -0.34
H 2.00 -0.28 -2.50
H 2.16 0.94 -1.25
H 0.76 1.00 -2.26
H -0.14 2.56 1.41
H -0.90 1.45 2.51
H -1.87 2.60 1.47
C -7.18 0.58 0.45
C -7.49 0.23 1.75
C -6.74 0.58 2.86
C -5.51 1.17 2.65
C -5.14 1.61 1.39
C -6.02 1.29 0.29
N -4.63 1.57 3.84
O -5.05 1.53 4.97
O -3.52 2.02 3.56
H -7.75 0.28 -0.38
H -8.35 -0.39 1.91
H -7.00 0.17 3.84
H -4.24 2.14 1.21
H -5.73 1.58 -0.73
C 2.31 7.51 -0.29
C 1.25 7.37 -1.16
C 0.12 6.81 -0.63
C 0.04 6.39 0.65
C 1.10 6.48 1.55
C 2.28 6.97 1.00
N -1.26 5.71 1.10
O -2.00 5.41 0.23
O -1.42 5.50 2.33
H 3.26 7.90 -0.66
H 1.29 7.62 -2.22
H -0.72 6.59 -1.27
H 1.10 6.05 2.53
H 3.22 7.00 1.54
C 4.02 3.84 3.04
C 4.38 3.19 4.22
C 3.83 1.99 4.60
C 2.97 1.39 3.67
C 2.63 1.99 2.49
C 3.19 3.23 2.12
N 2.45 0.01 3.92
O 2.76 -0.48 4.97
O 1.76 -0.52 3.09
H 4.57 4.72 2.81
H 5.03 3.69 4.92
H 4.11 1.48 5.52
H 2.02 1.55 1.68
H 3.01 3.77 1.21
C 3.03 4.93 -4.53
C 1.82 4.33 -4.87
C 0.95 3.96 -3.85
C 1.36 4.15 -2.51
C 2.60 4.68 -2.23
C 3.41 5.14 -3.23
N 0.45 3.71 -1.40
O -0.70 3.41 -1.73
O 0.94 3.57 -0.31
H 3.68 5.31 -5.29
H 1.57 4.07 -5.88
H 0.07 3.50 -4.22
H 2.92 4.78 -1.18
H 4.29 5.72 -3.07
C -1.31 3.07 6.73
C -1.23 3.70 5.52
C -0.05 4.38 5.17
C 0.91 4.53 6.13
C 0.87 3.90 7.36
C -0.26 3.14 7.63
N 2.18 5.30 5.79
O 3.03 5.42 6.62
O 2.27 5.78 4.68
H -2.20 2.54 7.02
H -2.04 3.67 4.76
H 0.12 4.76 4.16
H 1.67 3.86 8.09
H -0.38 2.55 8.55
C -3.77 0.67 -3.50
C -5.15 0.55 -3.55
C -5.95 1.58 -4.05
C -5.34 2.77 -4.52
C -3.97 2.90 -4.50
C -3.20 1.82 -4.02
N -6.18 3.90 -4.96
O -7.36 3.72 -4.98
O -5.62 4.97 -5.16
H -3.12 -0.08 -3.11
H -5.62 -0.41 -3.34
H -7.00 1.39 -4.08
H -3.44 3.75 -4.93
H -2.13 1.92 -3.92
*
```

Löwdin population analysis, charges in e, atoms 1 to 99:
1. O 0.07
2. C -0.51
3. O -0.02
4. C -0.20
5. C -0.08
6. C 0.04
7. H 0.10
8. H 0.13
9. H 0.08
10. H 0.08
11. H 0.08
12. H 0.03
13. H 0.07
14. H 0.09
15. O 0.03
16. C -0.49
17. O 0.02
18. C -0.25
19. C -0.07
20. C 0.03
21. H 0.14
22. H 0.09
23. H 0.10
24. H 0.08
25. H 0.08
26. H 0.09
27. H 0.09
28. H 0.11
29. O 0.08
30. C -0.52
31. O -0.02
32. C -0.23
33. C -0.06
34. C 0.03
35. H 0.12
36. H 0.09
37. H 0.08
38. H 0.08
39. H 0.07
40. H 0.07
41. H 0.12
42. H 0.05
43. O 0.11
44. C -0.59
45. O -0.02
46. C -0.20
47. C -0.08
48. C 0.01
49. H 0.11
50. H 0.13
51. H 0.09
52. H 0.06
53. H 0.09
54. H 0.11
55. H 0.08
56. H 0.07
57. O 0.05
58. C -0.52
59. O 0.00
60. C -0.19
61. C -0.07
62. C 0.02
63. H 0.12
64. H 0.12
65. H 0.08
66. H 0.09
67. H 0.07
68. H 0.11
69. H 0.08
70. H 0.05
71. O 0.11
72. C -0.53
73. O -0.05
74. C -0.21
75. C -0.05
76. C 0.05
77. H 0.12
78. H 0.09
79. H 0.09
80. H 0.08
81. H 0.06
82. H 0.11
83. H 0.06
84. H 0.09
85. O 0.08
86. C -0.54
87. O -0.02
88. C -0.19
89. C -0.06
90. C 0.01
91. H 0.12
92. H 0.11
93. H 0.09
94. H 0.05
95. H 0.07
96. H 0.11
97. H 0.05
98. H 0.10
99. O 0.11